Entry from OMol25: a 2-piece molecular cluster, C13H19P overall (ωB97M-V/def2-TZVPD).

Last column: Löwdin charge in e.
CARTESIAN COORDINATES (ANGSTROEM)
C  -2.2453  -1.8323  0.9517  -0.10
C  -1.0764  -1.9240  1.5860  -0.09
C  -2.5641  -0.6777  0.1578  -0.04
C  -0.0800  -0.8167  1.5747  -0.17
C  -1.6772  0.3199  -0.0411  -0.20
C  -0.3860  0.3020  0.6128  -0.22
C  -1.9870  1.4562  -0.9767  -0.15
C  -1.2490  2.7259  -0.5732  -0.19
C  0.2439  2.4279  -0.5353  -0.23
C  0.5099  1.2897  0.4109  -0.46
C  2.9960  -1.6509  -0.2007  -0.07
C  0.9949  -1.9840  -1.6447  -0.10
C  2.1894  -1.2323  -1.1587  -0.27
P  2.1463  1.2846  1.2167  0.90
H  -2.9689  -2.6333  0.9957  0.10
H  -0.8147  -2.7975  2.1660  0.10
H  -3.5323  -0.6407  -0.3201  0.11
H  -0.0232  -0.4017  2.5935  0.12
H  -1.6661  1.1712  -1.9841  0.12
H  -3.0645  1.6258  -1.0096  0.12
H  -1.4601  3.5308  -1.2791  0.11
H  -1.5807  3.0458  0.4173  0.12
H  0.5879  2.1586  -1.5400  0.12
H  0.8077  3.3135  -0.2270  0.09
H  0.9212  -1.2126  1.3559  0.08
H  3.8552  -1.0832  0.1149  0.03
H  2.8366  -2.5889  0.3085  0.06
H  0.8671  -2.9141  -1.0961  0.08
H  1.1009  -2.2115  -2.7052  0.07
H  0.0941  -1.3830  -1.5229  0.06
H  2.3832  -0.2924  -1.6616  0.09
H  1.7048  0.9756  2.5065  -0.10
H  2.1364  2.6493  1.5075  -0.11

Properties
* spin multiplicity: 1
* LUMO level: 0.58 eV
* total charge: 0
* structure (SMILES): PC1=C2CC=CC=C2CCC1.C=CC
* frontier orbital gap: 0.293 Eh

Entry from OMol25: a 6-piece molecular cluster, H12O6 overall in a non-equilibrium geometry (ωB97M-V/def2-TZVPD).

Last column: Löwdin charge in e.
CARTESIAN COORDINATES (ANGSTROEM)
O  -3.2473  8.5685  2.6952  -0.18
H  -3.5118  7.6031  3.0617  0.11
H  -2.8939  8.6639  1.7399  0.07
O  2.7674  -7.3838  -1.1912  -0.05
H  2.9139  -6.9496  -0.3709  0.01
H  1.9095  -7.2526  -1.5692  -0.04
O  -0.1637  0.1620  -1.4090  -0.13
H  -0.9348  -0.5221  -1.3011  0.10
H  -0.4665  0.6269  -2.2698  0.09
O  0.5906  -7.2027  -2.7709  -0.02
H  0.8484  -7.3948  -3.6952  0.08
H  -0.3022  -6.9516  -2.7962  0.02
O  0.6304  4.6750  1.9864  -0.04
H  0.6405  3.7980  1.9801  -0.10
H  1.5601  4.9289  2.3688  0.11
O  0.2323  1.4557  1.4452  -0.09
H  -0.5065  2.0214  1.6068  0.00
H  -0.0663  1.1539  0.4895  0.07

Properties
* spin multiplicity: 1
* LUMO level: 0.27 eV
* total charge: 0
* structure (SMILES): O.O.O.O.O.O
* frontier orbital gap: 0.404 Eh

Entry from OMol25: a 2-piece molecular cluster, C10H18N3O overall in a non-equilibrium geometry (ωB97M-V/def2-TZVPD).

Last column: Löwdin charge in e.
CARTESIAN COORDINATES (ANGSTROEM)
C  -3.0857  0.0750  0.5687  -0.01
C  -0.1471  -3.2253  -0.1241  -0.35
C  -0.7889  -3.0341  1.1484  0.02
C  -0.3712  -2.2544  -1.0202  -0.10
C  -1.6765  -1.9841  1.2663  -0.05
C  -1.1905  -1.1882  -0.8629  -0.14
C  -1.8570  -0.9423  0.3054  -0.25
O  0.5545  -4.3260  -0.2221  0.12
H  -0.5268  -3.7920  1.9240  0.14
H  0.3782  -4.8612  -0.9319  0.08
H  0.0066  -2.2982  -1.9947  0.11
H  -2.2252  -2.0128  2.2664  0.14
H  -1.4336  -0.6142  -1.8379  0.16
H  -3.2414  0.4983  -0.3987  0.05
H  -2.9900  0.7710  1.3420  0.04
H  -3.8767  -0.7206  0.6880  0.10
C  1.8911  0.4641  -0.5193  -0.15
C  2.5315  1.1286  -1.7173  -0.10
C  0.6936  2.4300  0.6432  -0.34
N  0.5754  1.2876  -0.0172  0.09
N  1.9868  2.9488  0.8326  0.16
N  -0.4193  3.2104  1.1803  0.14
H  1.3685  -0.6001  -0.6904  0.14
H  2.5058  0.5181  0.4208  0.11
H  2.9527  0.3329  -2.4146  0.10
H  3.4752  1.6552  -1.5045  0.07
H  -0.2702  0.9471  -0.4442  0.10
H  2.8022  2.3384  0.8148  0.10
H  2.0724  3.9729  1.0414  0.14
H  -1.2781  3.2608  0.6493  0.10
H  -0.0725  4.1456  1.6298  0.15
H  1.6561  1.8687  -2.0216  0.13

Properties
* spin multiplicity: 1
* LUMO level: -2.88 eV
* total charge: +1
* frontier orbital gap: 0.317 Eh

Entry from OMol25: C37H41Cl3Ge3N2O4W as an isolated structure in a non-equilibrium geometry (ωB97M-V/def2-TZVPD).

Last column: Löwdin charge in e.
CARTESIAN COORDINATES (ANGSTROEM)
W  -0.3475  0.9228  0.9385  0.76
C  -2.4917  -3.5203  0.1403  0.01
C  -1.4949  -3.1766  1.1899  -0.33
N  -0.9357  -2.0021  1.4199  0.12
C  -0.1298  -2.1793  2.5207  -0.15
C  -0.1901  -3.4809  2.9452  -0.06
N  -1.0557  -4.0849  2.0861  0.19
C  0.4289  -4.3353  4.0014  -0.48
O  1.2386  -3.7519  4.8506  0.15
O  0.1646  -5.5136  4.0106  0.12
C  0.6026  -1.0749  3.1633  -0.53
O  1.2160  -1.2604  4.2029  0.10
O  0.5609  0.0900  2.5911  -0.28
H  -2.5885  -2.7041  -0.5657  0.03
H  -3.4717  -3.7026  0.5863  0.10
H  -2.1945  -4.4177  -0.4054  0.10
H  -1.2781  -5.0687  2.1564  0.18
H  1.3074  -2.7773  4.6562  0.06
C  0.9785  1.6744  -3.2806  -0.15
C  1.2254  2.7637  -2.2477  -0.35
Ge  -0.1124  2.9959  -0.8072  0.66
C  0.0026  4.8924  -0.2390  -0.37
C  -1.2379  5.5441  0.3642  -0.20
C  -1.8947  2.9756  -1.7324  -0.28
C  -2.5127  1.8855  -2.1676  -0.33
Ge  -2.1367  0.2508  -1.0627  0.84
C  -3.9014  -0.3122  -0.2969  -0.41
C  -4.9664  -0.9183  -1.2078  -0.15
C  -1.2718  -1.1690  -2.1748  -0.38
C  -2.0110  -2.0266  -3.2002  -0.15
C  -3.4270  1.9189  -3.3357  -0.22
C  -3.8002  3.1089  -3.9629  -0.03
C  -4.6314  3.0991  -5.0678  -0.06
C  -5.1059  1.8965  -5.5820  -0.07
C  -4.7430  0.7066  -4.9754  -0.06
C  -3.9129  0.7265  -3.8623  -0.06
H  1.7201  1.7305  -4.0816  0.08
H  -0.0092  1.7548  -3.7394  0.07
H  1.0604  0.6831  -2.8368  0.02
H  1.2472  3.7503  -2.7214  0.07
H  2.1949  2.6291  -1.7665  0.05
H  0.2802  5.4041  -1.1666  0.07
H  0.8582  5.0003  0.4284  0.05
H  -2.1486  5.3257  -0.2000  0.05
H  -1.1293  6.6304  0.3775  0.08
H  -1.3984  5.2347  1.3957  0.01
H  -2.2043  4.0066  -1.9249  0.07
H  -4.3224  0.5583  0.2133  0.01
H  -3.6593  -1.0057  0.5070  0.00
H  -5.3751  -0.1907  -1.9070  0.06
H  -5.7988  -1.2922  -0.6068  0.08
H  -4.5897  -1.7620  -1.7897  0.05
H  -0.8138  -1.8100  -1.4168  0.02
H  -0.4424  -0.6543  -2.6512  0.02
H  -2.9337  -2.4619  -2.8151  0.05
H  -1.3786  -2.8649  -3.5115  0.07
H  -2.2597  -1.4669  -4.1031  0.06
H  -3.4471  4.0639  -3.5895  0.11
H  -4.9117  4.0344  -5.5355  0.11
H  -5.7547  1.8933  -6.4484  0.11
H  -5.1088  -0.2373  -5.3608  0.11
H  -3.6426  -0.2068  -3.3913  0.05
Cl  -2.6220  0.4047  2.4959  0.13
Ge  -2.6653  2.4589  1.4441  0.47
Cl  -0.8590  2.9488  2.7438  0.10
Cl  1.7068  2.1865  0.9892  0.23
C  0.8586  -0.2530  -0.2155  -0.22
C  1.8085  -0.8563  -0.7165  -0.05
C  2.9931  -1.3391  -1.2324  -0.06
C  4.0634  -1.6464  -0.3111  -0.16
C  4.0437  -1.0963  0.9811  0.01
C  5.0287  -1.4270  1.8872  -0.03
C  6.0274  -2.3277  1.5278  -0.03
C  6.0464  -2.8976  0.2593  -0.04
C  5.0747  -2.5581  -0.6614  0.00
C  3.1191  -1.5055  -2.6701  -0.18
C  2.0113  -1.9363  -3.4143  -0.01
C  2.1134  -2.0872  -4.7831  -0.04
C  3.3067  -1.7756  -5.4260  -0.04
C  4.4025  -1.3224  -4.7020  -0.05
C  4.3199  -1.1988  -3.3273  -0.01
H  3.2592  -0.4007  1.2562  0.10
H  5.0164  -0.9936  2.8784  0.12
H  6.7899  -2.5980  2.2478  0.12
H  6.8099  -3.6190  -0.0001  0.12
H  5.0616  -3.0308  -1.6337  0.12
H  1.0937  -2.1788  -2.8979  0.10
H  1.2659  -2.4448  -5.3539  0.11
H  3.3813  -1.8845  -6.5008  0.12
H  5.3197  -1.0607  -5.2129  0.12
H  5.1603  -0.8210  -2.7610  0.13

Properties
* expectation value of S²: 3.810
* spin multiplicity: 4
* LUMO level (spin up / spin down): -4.81 / -5.45 eV
* total charge: +1
* frontier orbital gap (spin up / spin down): 0.226 / 0.199 Eh

Entry from OMol25: C27H20ClN5O3PdS as an isolated structure (ωB97M-V/def2-TZVPD).

Last column: Löwdin charge in e.
CARTESIAN COORDINATES (ANGSTROEM)
Pd  0.0111  -0.0857  0.3171  0.97
Cl  -3.4251  4.1679  5.1002  0.68
C  -2.5102  2.9499  4.2766  -0.67
C  -2.6094  1.6111  4.6789  -0.08
C  -1.8823  0.6418  4.0408  0.00
C  -1.0100  0.9415  2.9609  -0.41
O  -0.2956  -0.0208  2.4597  -0.19
C  -0.9494  2.3075  2.5532  -0.15
C  -0.0924  2.7696  1.4944  -0.05
N  0.4381  2.0088  0.6068  0.02
C  1.4313  2.4607  -0.3008  -0.19
C  1.5720  3.7367  -0.7596  0.00
C  2.6452  4.0716  -1.6221  -0.05
C  3.5449  3.1223  -2.0055  -0.02
C  3.4065  1.7838  -1.5574  -0.14
C  4.2899  0.7457  -1.9464  0.02
C  4.0794  -0.5247  -1.5043  -0.02
C  2.9713  -0.7709  -0.6646  -0.09
N  2.1503  0.1674  -0.2754  0.04
C  2.3425  1.4515  -0.7104  -0.16
C  -1.6847  3.2898  3.2402  -0.07
H  -3.2644  1.3607  5.5029  0.11
H  -1.9372  -0.3953  4.3439  0.12
H  0.1360  3.8365  1.5141  0.14
H  0.8663  4.5071  -0.4785  0.12
H  2.7420  5.0908  -1.9689  0.11
H  4.3680  3.3683  -2.6639  0.12
H  5.1229  0.9818  -2.5969  0.13
H  4.7274  -1.3427  -1.7820  0.12
H  2.7705  -1.7737  -0.3056  0.12
H  -1.6097  4.3304  2.9484  0.12
O  -0.1731  -0.0266  -1.8318  -0.23
N  -1.2599  0.6568  -2.2171  -0.19
C  -1.2303  1.1951  -3.4561  0.00
C  -2.3166  1.8609  -3.9528  -0.03
C  -3.4529  1.9796  -3.1494  -0.04
C  -3.4503  1.4406  -1.8863  -0.06
C  -2.3256  0.7618  -1.4052  -0.59
S  -2.2908  0.0401  0.1743  0.83
H  -0.2989  1.0376  -3.9776  0.14
H  -2.2699  2.2817  -4.9456  0.12
H  -4.3271  2.5045  -3.5085  0.12
H  -4.3070  1.5318  -1.2330  0.12
N  -0.5138  -7.2835  -0.1265  0.18
C  0.1300  -6.5209  0.7877  -0.49
O  0.7343  -6.9782  1.7319  0.09
C  0.0723  -5.0180  0.5887  -0.10
C  0.4886  -4.2342  1.6549  0.03
C  0.4605  -2.8593  1.5266  -0.09
N  0.0634  -2.2659  0.3976  -0.04
C  -0.3364  -3.0100  -0.6351  -0.11
C  -0.3455  -4.3917  -0.5782  0.01
H  -0.5278  -8.2783  0.0253  0.12
H  -1.1385  -6.8951  -0.8072  0.09
H  0.8224  -4.7095  2.5659  0.13
H  0.7436  -2.2019  2.3390  0.11
H  -0.6391  -2.4672  -1.5210  0.11
H  -0.6566  -4.9397  -1.4564  0.11

Properties
* expectation value of S²: 0.760
* spin multiplicity: 2
* LUMO level (spin up / spin down): -4.54 / -4.10 eV
* total charge: +1
* frontier orbital gap (spin up / spin down): 0.202 / 0.219 Eh

Computed values of ΔE to the lowest compared entry with this formula, charge and spin (unit: kJ/mol) for the preceding records, in sequence: 141.6; 273.1; 342.0; 243.5; 49.7.
Computed values of E_tot (unit: eV) for the preceding records, in sequence: -23076.1077; -12478.2831; -17171.5288; -259139.2373; -68748.0110.